67
Properties=species:S:1:pos:R:3 method="wB97M-V/def2-TZVPD" spin_multiplicity=1 relative_energy_kj_mol=478.4 homo_ev="-0.7 / -1.5" total_energy_ha=-3080.0012 homo_lumo_gap_ev="4.77 / 5.65" lumo_energy_ev="4.10 / 4.20" mol_weight_g_mol=628.42 fmax_ev_per_a=2.71 charge=-2
Sr -0.43021 0.57357 0.65954
C -4.13242 0.46222 1.92548
C -3.09574 0.04162 0.91364
N -2.39720 -1.06194 1.05324
N -2.66682 -1.77109 2.18061
C -1.90446 -2.78847 2.44577
N -2.20607 -3.45878 3.64018
S -0.57770 -3.42655 1.53692
C -2.96277 0.79611 -0.27077
C -4.12618 1.53626 -0.70512
C -4.20084 2.06802 -1.95276
C -3.13045 1.83511 -2.86113
C -2.14688 0.97591 -2.43498
N -2.04371 0.41354 -1.23481
H -4.30476 1.53304 1.89547
H -3.78884 0.18279 2.91784
H -5.07620 -0.06303 1.74110
H -2.65959 -2.85077 4.30773
H -1.39772 -3.93236 4.01375
H -4.96620 1.64143 -0.03958
H -5.08841 2.60852 -2.26264
H -3.11497 2.23660 -3.86430
H -1.37001 0.67368 -3.13818
S 4.09894 0.28951 1.59231
C 3.76034 -0.90295 2.78408
C 4.81219 -1.17356 3.74252
N 5.65793 -1.36428 4.50199
C 2.59888 -1.61338 2.91533
S 1.27380 -1.42030 1.78362
C 2.41296 -2.54841 3.98269
N 2.24490 -3.30701 4.83599
C -0.60330 3.11401 -0.20373
Si -1.58855 3.03156 1.52280
C -0.58950 4.50723 2.28646
C -3.16662 3.97832 1.11859
O -1.30082 1.77106 2.45208
H 0.20228 3.80874 0.03466
H -1.31751 3.63415 -0.84987
H -0.18160 2.35582 -0.88535
H -0.60193 5.41154 1.66667
H 0.45194 4.21212 2.43748
H -0.99455 4.77126 3.26960
H -3.35715 4.64359 1.96586
H -4.08562 3.45804 0.87103
H -2.90047 4.59959 0.26093
C 3.69959 -0.68074 -4.53108
C 3.19238 0.06616 -3.30001
P 2.48556 -0.91272 -1.88381
C 3.98760 -1.89839 -1.45284
C 3.76572 -3.00884 -0.42638
C 1.47114 -2.18490 -2.77732
C 0.48637 -2.82759 -1.79728
H 4.04697 0.01677 -5.29845
H 2.91172 -1.29237 -4.97401
H 4.53307 -1.34060 -4.28833
H 2.41685 0.77934 -3.59519
H 3.99524 0.66665 -2.86124
H 4.70503 -1.17542 -1.05730
H 4.40579 -2.32050 -2.37276
H 3.06167 -2.70150 0.34502
H 4.70522 -3.26238 0.06738
H 3.37756 -3.91343 -0.90080
H 2.10897 -2.92496 -3.27221
H 0.91019 -1.66291 -3.56068
H 0.99295 -3.37936 -1.00750
H -0.22017 -3.49542 -2.29308
H -0.07781 -2.02898 -1.31488

***

71
Properties=species:S:1:pos:R:3 method="wB97M-V/def2-TZVPD" spin_multiplicity=1 homo_ev=-10.8 total_energy_ha=-2824.5380 homo_lumo_gap_ev=6.35 lumo_energy_ev=-4.43 mol_weight_g_mol=578.44 fmax_ev_per_a=1.19 charge=+1
C 4.88754 -2.13866 1.83837
C 5.17139 -1.90158 0.39254
O 4.74343 -2.54261 -0.50981
O 6.07146 -0.84429 0.14388
C 5.65887 0.34253 -0.36901
O 6.39984 1.27386 -0.41639
C 4.25151 0.42638 -0.94472
N 3.25381 0.90385 0.03016
C 3.61359 1.09862 1.31084
C 2.72106 1.56058 2.22946
C 1.40780 1.82453 1.83983
P 0.19799 2.43994 3.06136
O -0.49435 3.61085 2.54559
O 1.04348 2.72773 4.38407
O -0.76460 1.22676 3.42135
C 1.03585 1.64161 0.50899
B -0.45848 2.04478 0.02548
N -1.68965 1.56897 0.60676
O -0.47970 2.88505 -1.03591
C 1.98702 1.15555 -0.39446
C 1.63082 0.85776 -1.80647
C 1.49742 -0.66422 -2.10682
C 1.31200 -1.54471 -0.87019
S 0.36926 -3.05037 -1.24090
C -1.19340 -2.46215 -0.56931
S -1.87496 -1.12205 -1.20853
N -1.69323 -3.25564 0.42528
C -2.97857 -2.85135 1.00418
C -2.87129 -1.75289 2.04296
O -1.89004 -2.02565 3.03195
C -0.66207 -2.47273 2.52676
C -0.78239 -3.60545 1.52197
H 5.64769 -1.70535 2.47997
H 3.89632 -1.76527 2.08550
H 4.89602 -3.21483 1.99049
H 3.95629 -0.53329 -1.35394
H 4.30546 1.13760 -1.76195
H 4.62947 0.88963 1.60436
H 3.05551 1.70533 3.24318
H 1.46164 1.94025 4.75214
H -0.39483 0.56526 4.01810
H -2.05929 2.09314 1.38818
H -1.71983 0.57750 0.80513
H -1.38644 3.19380 -1.16967
H 0.68486 1.33009 -2.02562
H 2.34715 1.29894 -2.49879
H 0.63362 -0.78150 -2.75338
H 2.34625 -1.01508 -2.69157
H 2.27532 -1.89648 -0.50173
H 0.76584 -1.03659 -0.08059
H -3.37741 -3.73549 1.50422
H -3.69321 -2.59127 0.23044
H -2.73021 -0.77378 1.58144
H -3.82287 -1.70835 2.56792
H -0.06686 -1.65082 2.09099
H -0.09878 -2.85056 3.37968
H 0.20001 -3.87539 1.15510
H -1.19162 -4.47401 2.03776
C -4.74864 2.80915 -3.71144
C -5.58598 1.53122 -3.70206
C -4.52599 0.47029 -3.43710
O -3.52137 1.09972 -2.63587
C -3.72846 2.51268 -2.62042
H -5.32284 3.71287 -3.51610
H -4.24975 2.92390 -4.67574
H -6.30570 1.56115 -2.88158
H -6.13221 1.35720 -4.62698
H -4.06617 0.12547 -4.36894
H -4.91362 -0.39755 -2.90222
H -4.10876 2.80116 -1.63379
H -2.77210 3.01424 -2.78434

***

65
Properties=species:S:1:pos:R:3 method="wB97M-V/def2-TZVPD" spin_multiplicity=1 homo_ev=-8.5 total_energy_ha=-1832.4474 homo_lumo_gap_ev=8.79 lumo_energy_ev=0.28 mol_weight_g_mol=563.42 fmax_ev_per_a=1.72
C -1.88451 0.81401 4.59131
C -2.59094 -0.29838 3.78457
C -2.43674 -0.13608 2.24211
N -1.49768 0.92647 1.87287
C -1.24742 1.00696 0.43858
C -2.49231 1.11667 -0.44067
C -3.14331 2.51004 -0.52456
C -4.43318 2.36113 -1.39334
I -3.76837 3.32090 1.36599
O -0.48307 2.19179 0.18556
C 0.90100 1.99937 0.36711
C 1.58972 1.55780 -0.95185
N 1.73356 2.67736 -1.88610
C 2.93738 0.84249 -0.70231
C 3.10431 -0.29487 -1.73523
C 4.04041 -1.43802 -1.24553
N 3.35714 -2.67969 -0.88958
C 2.67198 -3.33004 -2.02546
C 1.39803 -3.96059 -1.49621
C 1.40816 -5.24016 -0.98391
C 0.26321 -5.78175 -0.46919
C -0.92068 -5.08890 -0.43937
C -0.93539 -3.82328 -0.97535
C 0.21054 -3.27222 -1.49207
O 0.12893 -1.97616 -1.99663
C 1.47784 3.27878 0.99528
F 2.76422 3.51291 0.62616
F 1.51093 3.11787 2.35730
C 0.69849 4.59647 0.76876
F -0.42955 4.67193 1.50786
F 0.39078 4.83343 -0.52575
H -0.80328 0.64438 4.51766
H -2.21473 0.79722 5.63124
H -2.06239 1.79682 4.15178
H -2.29958 -1.29627 4.12284
H -3.65556 -0.19441 4.02487
H -3.42879 0.16057 1.88667
H -2.22917 -1.10603 1.75502
H -0.60925 0.64028 2.28211
H -0.61985 0.16206 0.09616
H -3.27622 0.39524 -0.20401
H -2.15898 0.87942 -1.46187
H -2.49827 3.18968 -1.07962
H -4.89363 1.37824 -1.23888
H -4.22999 2.49501 -2.45854
H -5.17291 3.07246 -1.02305
H 1.10719 1.18948 1.08473
H 0.88342 0.85229 -1.41245
H 1.01161 2.66781 -2.58974
H 2.65651 2.73620 -2.28960
H 3.02936 0.47909 0.32567
H 3.71032 1.59477 -0.89432
H 2.12073 -0.70139 -1.97939
H 3.54533 0.10661 -2.65599
H 4.51511 -1.07920 -0.32198
H 4.85332 -1.63179 -1.95092
H 2.63607 -2.50051 -0.19866
H 3.30342 -4.14833 -2.39709
H 2.47165 -2.66282 -2.87246
H 2.30554 -5.84972 -0.97057
H 0.28078 -6.78586 -0.05319
H -1.82673 -5.50047 -0.01027
H -1.83919 -3.21963 -0.98304
H -0.29276 -1.99063 -2.86301
H 1.35741 5.41324 1.09955

***

72
Properties=species:S:1:pos:R:3 method="wB97M-V/def2-TZVPD" spin_multiplicity=1 relative_energy_kj_mol=0.0 homo_ev=-3.3 total_energy_ha=-3459.4901 homo_lumo_gap_ev=7.60 lumo_energy_ev=4.30 mol_weight_g_mol=625.61 fmax_ev_per_a=1.27 charge=-2
K 0.25938 -2.00413 -1.04981
C -3.91460 1.19192 3.85153
C -2.47838 0.85810 3.49321
C -1.74715 0.18477 4.64536
O -2.54107 0.00527 2.35648
P -1.31520 -0.11068 1.29555
O -1.60697 -0.89732 0.06593
C 0.30389 0.58564 1.85579
P 1.47517 0.91557 0.52836
O 1.34424 0.18418 -0.74776
O 2.90938 0.87196 1.21849
C 3.45384 -0.20946 2.02085
C 4.32811 -1.06715 1.13375
C 4.20362 0.43871 3.16297
O 1.40734 2.49586 0.23123
C 1.55556 3.45863 1.27770
C 2.80357 4.27067 0.99398
C 0.29066 4.29253 1.33367
O -1.58192 1.48610 0.69927
C -2.64749 1.70026 -0.21250
C -2.11934 1.67648 -1.63733
C -3.28247 3.03953 0.13035
H -3.94794 1.85252 4.72234
H -4.45195 0.27087 4.08783
H -4.41712 1.67806 3.01557
H -1.96643 1.79028 3.21844
H -2.28961 -0.71410 4.94558
H -1.68942 0.86988 5.49742
H -0.74449 -0.13564 4.36676
H 0.77430 -0.03909 2.60864
H 0.06897 1.54708 2.31071
H 2.64840 -0.82799 2.40826
H 5.13490 -0.47075 0.69702
H 3.72440 -1.50310 0.33996
H 4.75720 -1.88311 1.71833
H 5.01226 1.07126 2.78369
H 4.62738 -0.33182 3.80877
H 3.52930 1.05226 3.76310
H 1.69205 2.94065 2.23243
H 2.70429 4.77198 0.02838
H 3.67257 3.61437 0.95988
H 2.95490 5.02506 1.77031
H 0.16749 4.83401 0.39218
H 0.33875 5.01390 2.15307
H -0.57571 3.64320 1.46400
H -3.39963 0.91241 -0.10298
H -1.31861 2.41519 -1.73743
H -2.91231 1.90756 -2.35464
H -1.71330 0.69426 -1.86749
H -2.54894 3.84175 0.00691
H -3.62687 3.04851 1.16640
H -4.13310 3.24572 -0.52546
O -2.57424 -2.18514 -4.82252
C -1.50678 -2.77319 -4.78475
N -0.58129 -2.80365 -3.77602
C 0.46545 -3.57876 -4.16362
O 1.47606 -3.83562 -3.52066
C 0.22083 -4.11720 -5.56442
C 0.96645 -4.92803 -6.39035
C 0.43809 -5.23716 -7.64673
C -0.80268 -4.73498 -8.03798
C -1.54127 -3.91320 -7.18177
C -1.00157 -3.62165 -5.94950
H 1.92848 -5.30813 -6.06780
H 0.99361 -5.87230 -8.32695
H -1.19319 -4.98743 -9.01715
H -2.50646 -3.51239 -7.46831
O 0.10322 -3.87152 2.46637
S 0.44468 -2.46390 2.44839
O 1.27778 -2.10456 1.26982
O 1.09910 -1.98605 3.68079
O -0.87821 -1.66775 2.32808

***

61
Properties=species:S:1:pos:R:3 method="wB97M-V/def2-TZVPD" spin_multiplicity=1 relative_energy_kj_mol=2387.8 homo_ev=-8.6 total_energy_ha=-1230.2448 homo_lumo_gap_ev=8.73 lumo_energy_ev=0.11 mol_weight_g_mol=378.51 fmax_ev_per_a=16.91
C -4.32919 -3.72667 0.75216
C -4.43705 -2.38325 -0.00384
C -4.82505 -1.20883 0.98481
H -4.15533 -1.26251 1.75535
H -5.88479 -1.77156 1.35905
C -5.25059 -0.02285 0.39841
C -4.06884 0.37753 -0.28410
O -4.00566 0.68022 -1.77148
N -2.92679 0.73521 0.21839
H -2.88325 0.49428 1.29586
C -1.64642 1.22368 -0.22458
N -1.12811 2.27493 0.34018
C -0.28292 2.95151 -0.31507
O -0.18823 3.27060 -1.37117
C 0.38778 4.09803 0.59042
C 1.81686 3.72312 0.92468
C 2.17311 2.24405 1.52447
C 3.58911 2.03824 1.64044
H 4.25341 2.97169 2.05525
H 4.03482 2.08458 0.68253
H 3.73945 1.13437 1.96772
H 1.59663 2.51579 2.63626
H 1.63102 1.72781 0.96673
H 2.34796 4.58634 1.52897
H 2.29071 3.90761 -0.45666
H 0.03494 4.13377 1.70372
H 0.30781 4.92602 0.28498
H -0.90325 2.26566 1.41270
C -0.67401 -0.15590 -0.06428
C -0.69926 -1.25006 0.73352
C 0.28220 -2.04802 0.66660
C 1.40126 -2.07984 -0.16777
C 1.59471 -0.91594 -0.89678
C 0.52706 -0.13933 -0.98102
H 0.59119 0.77019 -1.61549
O 2.73068 -0.66103 -1.65431
C 2.87714 0.27410 -2.68680
H 2.84438 1.21460 -1.66721
H 3.80448 0.18694 -2.97323
H 1.95972 0.44857 -3.18968
O 2.38427 -3.16593 0.28222
C 3.54553 -2.87383 0.07983
C 4.26920 -1.97016 0.78343
C 5.81633 -2.01080 0.51968
H 6.23057 -1.07498 1.07152
H 6.48077 -2.90277 0.66441
H 6.14150 -1.69770 -0.49699
H 4.30851 -2.34938 1.83206
H 3.95431 -0.85232 0.47497
H 3.71908 -2.61980 -1.15826
H 4.11747 -3.89662 -0.02187
H 0.20630 -2.97443 1.31172
H -1.42646 -1.28005 1.17170
H -1.68495 1.23845 -1.18839
H -5.91813 -0.05986 -0.23008
H -5.37842 0.91555 1.31359
H -3.69618 -2.13554 -0.58013
H -5.45395 -2.44961 -0.70210
H -3.55181 -3.57487 1.42510
H -3.96336 -4.48946 0.22088
H -5.22452 -4.12316 1.08423

***

63
Properties=species:S:1:pos:R:3 method="wB97M-V/def2-TZVPD" spin_multiplicity=1 relative_energy_kj_mol=0.0 homo_ev=-9.3 total_energy_ha=-1704.5191 homo_lumo_gap_ev=9.96 lumo_energy_ev=0.67 mol_weight_g_mol=426.58 fmax_ev_per_a=0.91
C 2.17823 0.19137 2.47589
H 2.22396 -0.81429 2.90553
O 2.19424 0.14261 1.05349
C 3.47085 -0.00329 0.47555
O 4.35999 0.99458 0.86812
C 4.03199 2.27916 0.37721
H 3.04620 2.59802 0.72832
H 4.04328 2.28598 -0.71825
H 4.79623 2.95228 0.75885
C 4.12704 -1.36240 0.79774
N 3.21968 -2.44819 0.51285
C 2.91548 -2.75163 -0.77132
O 3.55176 -2.29647 -1.70134
C 1.76872 -3.73178 -1.01790
C 0.86658 -3.10844 -2.09096
C 0.10248 -1.92395 -1.50719
H 0.81817 -1.18431 -1.14118
C -0.79981 -2.38325 -0.36119
C 0.04341 -3.03237 0.73627
C 0.92002 -4.15722 0.18242
H 1.55055 -4.57382 0.97201
H 0.26565 -4.96515 -0.15723
H 0.64160 -2.24736 1.19722
H -0.61520 -3.43363 1.50932
C -1.62391 -1.22079 0.20491
N -0.83384 -0.33587 1.02763
S -1.68228 0.85309 1.80976
O -0.72418 1.63210 2.54911
O -2.69598 0.18548 2.57018
C -2.39855 1.86041 0.48943
C -1.51854 2.51056 -0.37390
C -2.03995 3.25399 -1.42694
C -3.40516 3.36315 -1.63472
C -4.25603 2.71532 -0.75166
C -3.77857 1.96243 0.31493
C -4.77010 1.30920 1.22261
H -4.60423 1.61236 2.25313
H -5.78242 1.57643 0.92728
H -4.66517 0.22708 1.19703
H -5.32382 2.79962 -0.89411
C -3.95314 4.18273 -2.76154
H -3.21724 4.29843 -3.55309
H -4.84938 3.72430 -3.17301
H -4.22100 5.17530 -2.39908
H -1.35841 3.75836 -2.09687
C -0.02916 2.44703 -0.22497
H 0.42013 3.35212 -0.62961
H 0.25100 2.34640 0.81839
H 0.37657 1.60200 -0.78283
H 0.03758 -0.02430 0.62641
H -2.41198 -1.59732 0.86218
H -2.10199 -0.67709 -0.62698
H -1.50578 -3.12142 -0.75914
H -0.50193 -1.45523 -2.28752
H 1.48816 -2.77878 -2.92422
H 0.16141 -3.85636 -2.45956
H 2.24269 -4.62470 -1.44419
H 2.58723 -2.72090 1.24561
H 4.42699 -1.39127 1.84444
H 5.00894 -1.46153 0.16238
H 3.27475 0.04622 -0.60840
H 1.23771 0.66363 2.75627
H 3.01850 0.78139 2.84643